50
Properties=species:S:1:pos:R:3:forces:R:3 method="wB97M-V/def2-TZVPD" relative_energy_kj_mol=199.98 charge=0 smiles="O=C(Nc1nc(-c2ccccc2)cc(-c2ccc3c(c2)OCO3)n1)C1CCCC1" homo_lumo_gap_ha=0.300 e_homo_ev=-8.091
O -2.8633 -1.7454 -0.6097 0.110 1.054 1.429
C -2.6894 -1.0963 0.4230 -1.264 -1.790 -1.439
N -1.4684 -0.5628 0.7685 -2.038 -0.773 0.730
C -0.3732 -0.4503 -0.0080 1.707 0.822 -1.055
N -0.2726 -1.0224 -1.2035 -1.365 -0.436 0.598
C 0.7713 -0.7294 -1.9452 0.379 -0.381 -0.849
C 0.9042 -1.3594 -3.3215 -0.673 -1.244 -0.095
C -0.1175 -2.1971 -3.8435 0.023 0.111 0.223
C 0.0633 -2.9270 -5.0336 0.677 0.934 0.860
C 1.2851 -2.8075 -5.7009 -0.049 -0.574 -0.475
C 2.3105 -2.0129 -5.2166 -0.590 -0.037 -0.170
C 2.0920 -1.3156 -4.0520 1.221 1.348 1.108
C 1.7316 0.1221 -1.4727 0.326 1.083 0.602
C 1.5502 0.7407 -0.2187 -0.172 -0.263 0.146
C 2.4930 1.8082 0.2734 1.357 0.632 -0.123
C 3.6522 2.2114 -0.4753 -0.057 -0.669 -0.405
C 4.6231 3.1136 -0.0106 0.119 0.429 0.154
C 4.4281 3.6614 1.2534 -0.964 -0.782 -0.189
C 3.3116 3.3463 2.0223 -0.903 -1.952 -2.265
C 2.3252 2.4307 1.5251 1.495 1.326 0.885
O 3.3646 3.9698 3.2227 0.409 0.466 0.378
C 4.6159 4.6838 3.2301 0.426 -0.464 0.154
O 5.2255 4.5037 1.9394 0.203 0.813 0.404
N 0.4964 0.3917 0.5678 1.600 0.721 -1.300
C -3.8402 -0.9118 1.4301 0.562 0.906 -0.040
C -4.9892 -1.9072 1.3867 -0.672 -0.070 -1.499
C -5.7613 -1.5663 2.6522 -0.262 -1.240 -0.214
C -4.6798 -1.2453 3.6580 -0.386 0.360 1.028
C -3.3975 -0.9621 2.8992 0.666 0.830 -0.041
H -1.3907 -0.0875 1.6484 0.019 0.161 0.119
H -1.0513 -2.3010 -3.2786 0.391 0.103 -0.176
H -0.7243 -3.5790 -5.3800 0.014 -0.002 -0.126
H 1.5073 -3.3675 -6.6058 -0.376 -0.043 0.049
H 3.2464 -1.9327 -5.7643 -0.150 -0.021 0.224
H 2.9368 -0.7013 -3.6714 -0.671 -0.507 -0.302
H 2.5410 0.3478 -2.1321 0.386 0.385 0.142
H 3.8836 1.7684 -1.4667 -0.463 0.280 0.821
H 5.5245 3.4268 -0.5928 -1.019 -0.552 0.432
H 1.5009 2.2505 2.1786 -0.551 -0.425 0.074
H 4.4407 5.7298 3.4764 -0.122 0.117 -0.410
H 5.3330 4.2803 3.9641 -0.507 -0.196 -0.040
H -4.2860 0.1083 1.2947 0.419 -0.621 -0.205
H -5.6491 -1.7708 0.4872 0.855 -0.372 0.639
H -4.5889 -2.9406 1.4074 -0.280 0.463 -0.070
H -6.4654 -0.7613 2.5012 0.018 0.480 -0.171
H -6.3729 -2.4114 2.9825 0.044 0.041 -0.044
H -4.5032 -2.1073 4.2950 -0.196 0.126 0.400
H -5.0196 -0.3824 4.2435 0.376 -0.319 0.275
H -2.9921 0.0375 3.1835 0.130 -0.869 0.044
H -2.6621 -1.7713 3.0891 -0.200 0.614 -0.217

=====

135
Properties=species:S:1:pos:R:3:forces:R:3 method="wB97M-V/def2-TZVPD" relative_energy_kj_mol=0.00 charge=0 homo_lumo_gap_ha="0.222 / 0.222" e_homo_ev="-7.354 / -7.354"
Ru -0.0372 0.4920 0.4885 -0.008 -0.880 0.492
N 6.9220 -0.4219 8.0480 0.014 -0.005 0.013
C 6.1552 -0.3302 7.1976 0.083 -0.009 0.098
C 5.1967 -0.2121 6.1366 -0.072 0.018 -0.095
C 4.9716 1.0275 5.5435 -0.023 -0.019 -0.009
C 4.0495 1.1373 4.5163 -0.006 -0.029 0.031
C 3.3456 0.0181 4.0841 0.027 -0.007 0.019
C 3.5737 -1.2178 4.6827 0.026 0.021 -0.004
C 4.4991 -1.3382 5.7032 -0.006 0.029 0.006
C 2.3735 0.1348 2.9649 -0.093 0.025 -0.152
C 2.8841 0.3090 1.7083 -0.162 -0.013 -0.025
C 4.2602 0.3369 1.2862 -0.010 -0.045 0.034
C 4.2497 0.4157 -0.0699 0.048 -0.016 0.012
C 2.8723 0.4306 -0.4578 -0.014 -0.086 -0.027
N 2.0741 0.3861 0.5753 -0.040 0.166 0.150
C 0.9935 0.0245 3.2931 0.086 -0.004 -0.121
C 0.4950 -0.1763 4.5769 -0.087 -0.013 0.087
C -0.9007 -0.2429 4.4893 0.136 -0.009 0.080
C -1.2144 -0.0708 3.1603 0.061 0.063 -0.301
N -0.0878 0.1039 2.4099 -0.180 0.139 -0.130
H 5.5171 1.8951 5.8880 0.007 -0.001 0.005
H 3.8669 2.0960 4.0482 0.001 0.004 -0.009
H 3.0300 -2.0867 4.3354 -0.013 -0.003 -0.004
H 4.6855 -2.2973 6.1662 0.010 -0.002 0.004
H 5.1160 0.2679 1.9377 0.009 0.011 0.012
H 5.0943 0.4349 -0.7383 -0.001 0.000 -0.015
H 2.4805 0.4812 -1.4639 0.000 0.001 0.022
H 1.0971 -0.2592 5.4667 -0.015 0.002 0.019
H -1.6037 -0.3979 5.2902 0.002 0.005 0.016
H -2.1895 -0.0594 2.7021 0.059 -0.010 -0.009
C -5.3697 -1.6558 1.4388 -0.009 -0.018 -0.015
C -4.2524 -1.4491 0.4404 -0.096 0.021 -0.037
O -3.4531 -0.3665 0.9238 0.323 -0.088 -0.017
P -2.3958 0.5496 0.0970 -0.136 0.356 0.057
O -2.7674 1.9170 0.9317 0.043 -0.117 0.002
C -4.1203 2.3296 1.1523 -0.036 0.096 -0.039
C -4.4287 2.3028 2.6336 0.001 0.005 -0.005
O -3.2127 0.9994 -1.2290 0.108 0.115 0.028
C -3.1349 0.5527 -2.5887 -0.041 -0.078 0.069
C -3.8759 1.5521 -3.4494 -0.029 -0.026 0.014
H -5.9796 -2.5113 1.1453 -0.004 0.002 -0.016
H -6.0133 -0.7775 1.4991 0.009 0.019 0.000
H -4.9622 -1.8535 2.4307 0.012 -0.007 0.004
H -4.6450 -1.1890 -0.5453 0.000 -0.033 0.006
H -3.6421 -2.3446 0.3322 -0.012 0.013 0.050
H -4.8084 1.6949 0.5927 0.013 -0.011 0.030
H -4.2164 3.3425 0.7512 -0.004 -0.004 0.006
H -4.3619 1.2837 3.0155 0.000 -0.008 0.002
H -5.4355 2.6794 2.8225 -0.013 -0.005 -0.014
H -3.7226 2.9265 3.1831 0.014 0.005 0.004
H -3.5832 -0.4365 -2.6625 -0.012 -0.013 -0.010
H -2.0927 0.4620 -2.8912 -0.001 -0.013 -0.026
H -4.8871 1.7048 -3.0710 -0.014 -0.017 -0.002
H -3.9461 1.1757 -4.4710 0.018 -0.016 -0.003
H -3.3690 2.5140 -3.4703 -0.009 0.004 -0.003
C 2.2279 3.2895 -0.0371 -0.094 0.036 0.033
Si 0.3539 3.0028 0.1237 0.133 0.044 -0.284
C -0.2976 3.6074 -1.5898 0.064 -0.035 0.053
C 0.4519 4.8762 -2.0249 0.038 0.023 0.021
C 0.0593 2.4734 -2.5622 -0.041 -0.043 -0.092
C -1.7917 3.9075 -1.7134 -0.055 -0.034 0.074
C -0.1711 4.0682 1.6813 -0.045 -0.110 -0.025
C -1.4013 4.9300 1.3881 -0.020 0.027 -0.017
C -0.4745 3.2302 2.9244 0.024 -0.015 0.047
C 0.9702 5.0259 2.0525 0.048 0.022 -0.019
H 2.4125 4.3640 -0.0585 0.005 0.026 -0.006
H 2.6393 2.8741 -0.9570 -0.041 0.006 0.000
H 2.8009 2.8756 0.7939 -0.032 -0.005 0.018
H 1.5224 4.7154 -2.1471 0.018 -0.021 0.018
H 0.3131 5.6948 -1.3140 -0.008 0.014 0.010
H 0.0595 5.2164 -2.9890 -0.006 -0.007 -0.015
H 1.1384 2.3210 -2.6440 0.017 0.008 0.026
H -0.3175 2.6933 -3.5678 0.023 0.037 -0.012
H -0.3899 1.5214 -2.2587 -0.009 -0.027 0.026
H -2.0877 4.7588 -1.1049 0.007 0.030 -0.028
H -2.4224 3.0655 -1.4397 0.044 0.022 0.041
H -2.0080 4.1701 -2.7555 -0.005 -0.017 -0.016
H -2.2656 4.3279 1.1231 -0.048 -0.045 -0.013
H -1.2193 5.6464 0.5853 0.018 0.013 0.007
H -1.6513 5.5061 2.2865 0.000 -0.007 0.006
H -1.3229 2.5706 2.7665 -0.022 -0.031 -0.013
H -0.7193 3.9039 3.7540 0.009 0.005 0.004
H 0.3812 2.6277 3.2375 0.021 -0.019 -0.001
H 1.2140 5.7247 1.2501 -0.004 0.000 -0.024
H 1.8835 4.5002 2.3328 0.010 -0.017 0.003
H 0.6513 5.6193 2.9161 0.004 0.004 0.000
C 8.0883 -6.7272 -0.5132 0.055 -0.036 0.004
C 6.8538 -5.8736 -0.5734 -0.067 0.029 0.012
C 5.6438 -6.3186 -0.0659 0.012 -0.006 -0.026
C 4.4905 -5.5396 -0.1058 -0.029 -0.005 0.065
C 3.2440 -6.1452 0.4866 -0.035 0.007 0.029
C 4.5384 -4.2609 -0.6833 0.040 0.044 0.033
Te 2.8287 -2.9692 -0.6110 0.059 -0.132 -0.054
N 0.1438 -1.2267 -0.3495 0.480 1.141 0.211
C -0.9853 -1.8018 -0.6754 -0.635 -0.119 -0.174
O -2.0512 -1.2229 -1.0490 0.100 -0.239 -0.086
C -1.0754 -3.2867 -0.5083 -0.048 -0.067 -0.102
C -1.8760 -4.0328 -1.3687 0.022 0.024 0.027
C -2.0438 -5.3911 -1.1569 -0.009 0.010 -0.008
C -1.4309 -6.0058 -0.0717 0.010 -0.020 -0.013
C -0.6495 -5.2595 0.7989 0.010 -0.004 -0.010
C -0.4653 -3.9018 0.5785 0.040 -0.001 0.042
C 1.9044 -3.7003 -2.3826 -0.018 -0.009 0.042
C 1.2693 -4.9354 -2.3338 0.051 -0.066 0.011
C 0.7035 -5.5008 -3.4667 -0.009 0.002 0.018
C 0.7481 -4.8106 -4.6649 0.000 0.018 -0.021
C 1.3426 -3.5588 -4.7107 -0.007 -0.010 -0.012
C 1.9233 -2.9819 -3.5839 -0.014 0.053 -0.003
C 2.5009 -1.5982 -3.6975 -0.033 0.054 0.078
C 5.7603 -3.7938 -1.1960 0.002 -0.038 -0.035
C 5.9544 -2.4397 -1.8253 -0.029 0.107 -0.005
C 6.8877 -4.6065 -1.1326 0.006 -0.022 -0.027
H 7.8739 -7.6996 -0.0718 -0.004 -0.007 0.003
H 8.8667 -6.2509 0.0856 -0.002 0.012 0.003
H 8.5015 -6.8930 -1.5093 -0.006 0.006 -0.010
H 5.5890 -7.3054 0.3809 0.005 -0.015 0.016
H 3.5110 -6.8899 1.2366 -0.010 -0.009 0.001
H 2.6545 -6.6506 -0.2805 -0.010 -0.007 -0.028
H 2.6017 -5.3958 0.9474 0.011 -0.008 -0.012
H -2.3589 -3.5366 -2.2006 -0.008 0.001 -0.003
H -2.6583 -5.9710 -1.8337 0.009 -0.006 -0.009
H -1.5668 -7.0667 0.0973 -0.010 -0.001 0.006
H -0.1807 -5.7347 1.6511 -0.004 -0.006 0.013
H 0.1373 -3.3079 1.2537 0.004 -0.001 -0.036
H 1.1957 -5.4571 -1.3909 0.013 -0.023 0.043
H 0.2184 -6.4662 -3.4017 -0.003 -0.013 -0.003
H 0.3125 -5.2344 -5.5609 -0.005 -0.004 -0.003
H 1.3601 -3.0092 -5.6444 -0.004 0.004 -0.014
H 2.4705 -1.2543 -4.7306 0.001 0.016 -0.012
H 3.5314 -1.5552 -3.3465 -0.024 -0.008 -0.038
H 1.9213 -0.9012 -3.0860 -0.004 -0.009 -0.033
H 5.0111 -1.9554 -2.0609 0.036 -0.035 0.006
H 6.5436 -2.5326 -2.7385 0.004 0.020 -0.006
H 6.4978 -1.7747 -1.1496 0.022 -0.015 0.024
H 7.8220 -4.2292 -1.5367 0.013 -0.003 -0.008

=====

17
Properties=species:S:1:pos:R:3:forces:R:3 method="wB97M-V/def2-TZVPD" relative_energy_kj_mol=127.92 charge=0 smiles=C[C@H]1O[C@H]2CC[C@H]21 homo_lumo_gap_ha=0.387 e_homo_ev=-9.391
C 1.9046 0.9373 -0.2307 -0.030 0.027 0.016
C 1.1891 -0.3467 0.1212 0.257 0.060 -0.228
O 0.5335 -0.3021 1.4083 0.026 0.047 0.129
C -0.6387 -0.9427 0.8765 -0.257 -0.233 0.099
C -1.7770 0.0483 0.6140 -0.094 0.031 0.096
C -1.1741 0.3361 -0.7884 -0.009 0.123 -0.127
C -0.1147 -0.7732 -0.5667 0.060 -0.085 -0.144
H 1.2209 1.7913 -0.2424 0.084 -0.125 0.009
H 2.6847 1.1393 0.5110 -0.104 -0.034 -0.101
H 2.3816 0.8514 -1.2137 -0.074 -0.001 0.126
H 1.9089 -1.1799 0.1103 -0.090 0.095 0.013
H -0.8486 -1.8994 1.3660 0.020 0.140 -0.064
H -1.8193 0.8809 1.3215 0.007 -0.107 -0.100
H -2.7585 -0.4349 0.5630 0.148 0.066 0.017
H -1.8576 0.1240 -1.6151 0.110 0.037 0.128
H -0.7740 1.3446 -0.9284 -0.051 -0.166 0.005
H -0.0607 -1.5745 -1.3060 -0.002 0.126 0.127

=====

Question: Which value of charge does entry 1 give?
Answer: 0